{"formula": "C17H38BrN5O8V", "method": "wB97M-V/def2-TZVPD", "relative_energy_ev": 1.889, "s_squared": 0.799, "homo_ev": [-8.35, -8.49], "multiplicity": 2, "gap_ha": [0.3225, 0.3274], "total_charge": 0, "elements": ["Br", "V", "O", "O", "O", "O", "O", "O", "O", "O", "N", "N", "N", "N", "N", "C", "C", "C", "C", "C", "C", "C", "C", "C", "C", "C", "C", "C", "C", "C", "C", "C", "H", "H", "H", "H", "H", "H", "H", "H", "H", "H", "H", "H", "H", "H", "H", "H", "H", "H", "H", "H", "H", "H", "H", "H", "H", "H", "H", "H", "H", "H", "H", "H", "H", "H", "H", "H", "H", "H"], "xyz": [[-1.480, 1.128, 3.799], [-0.440, 0.716, 1.429], [-1.553, -1.242, 1.306], [1.894, 2.078, -5.383], [-2.317, 1.283, 0.332], [1.046, -0.553, 2.446], [0.146, 0.196, 0.030], [-0.051, 2.925, 0.787], [1.923, -2.223, -1.262], [1.682, 1.979, 1.678], [0.255, 2.240, -3.807], [3.239, -1.121, -2.757], [-4.420, 2.099, 0.110], [2.582, -2.204, 2.524], [-2.318, -2.962, 2.577], [1.799, 4.365, 1.367], [1.835, -3.226, 1.841], [3.342, -2.199, -3.718], [0.185, 0.814, -3.569], [-3.060, -4.232, 2.545], [-4.648, 2.119, 1.546], [3.981, 0.087, -3.075], [-5.576, 2.191, -0.755], [1.149, 2.744, -4.694], [-1.610, -2.583, 3.788], [-3.260, 1.595, -0.364], [1.107, 3.016, 1.289], [-0.591, 3.134, -3.061], [3.936, -2.548, 2.915], [2.120, -0.979, 2.820], [-2.198, -2.262, 1.433], [2.554, -1.239, -1.604], [-6.057, 3.161, -0.592], [3.423, 0.703, -3.779], [4.970, -0.137, -3.489], [2.662, -0.328, -0.993], [-2.364, -5.020, 2.250], [0.597, 0.607, -2.581], [4.567, -1.671, 3.061], [4.454, -3.138, 2.159], [0.814, -2.901, 1.621], [-0.430, 4.199, -3.211], [2.794, -0.391, 3.456], [-2.793, -2.709, 0.623], [-3.857, -4.113, 1.817], [-0.608, 3.026, -1.969], [3.280, -3.132, -3.151], [2.519, -2.225, -4.435], [-1.093, -1.638, 3.634], [1.671, -4.091, 2.488], [2.808, 4.223, 1.754], [-3.692, 2.183, 2.060], [-3.286, 1.479, -1.460], [-0.877, 0.545, -3.448], [1.245, 5.046, 2.007], [4.320, 0.645, -2.197], [-3.464, -4.481, 3.521], [-5.251, 3.002, 1.766], [-6.317, 1.429, -0.506], [2.259, -3.448, 0.863], [-2.264, -2.499, 4.653], [-5.324, 2.187, -1.813], [0.450, 0.200, -4.420], [1.090, 3.844, -4.695], [-0.848, -3.352, 3.953], [1.932, 4.803, 0.377], [3.960, -3.112, 3.852], [-1.635, 2.929, -3.347], [4.280, -2.209, -4.266], [-5.187, 1.246, 1.921]], "forces_ev_per_angstrom": [[0.0, 0.0, -0.4], [1.4, -0.4, -3.7], [0.2, 0.5, -0.1], [0.2, 0.1, -0.1], [0.6, -0.1, 0.4], [-0.9, 0.0, 0.0], [-0.8, 0.9, 2.3], [-0.8, -0.3, 0.5], [0.0, -0.1, 0.0], [0.2, 0.1, 0.6], [0.9, 0.5, -0.5], [1.0, 0.4, -0.5], [0.4, -0.8, -0.3], [0.7, 0.3, 0.3], [-0.6, 0.0, -0.1], [0.5, -0.3, -0.1], [-1.3, 0.1, -0.3], [-0.6, -1.0, 0.5], [-1.8, 0.1, 0.8], [0.8, 0.6, -0.2], [-0.1, 0.6, 0.1], [0.6, 0.3, 0.1], [-0.4, 0.9, 0.3], [-0.5, -0.3, 0.5], [0.7, -0.3, -0.4], [-0.8, 0.2, 0.2], [0.2, -0.5, -0.4], [-1.6, -0.2, 0.6], [0.5, -0.1, 0.5], [0.0, -0.2, -0.3], [-0.4, -0.4, 1.1], [0.2, -0.1, 0.0], [0.0, -0.1, 0.1], [0.1, 0.2, 0.0], [-0.3, -0.4, -0.4], [-0.2, -0.1, 0.2], [-0.3, -0.2, 0.0], [0.5, -0.5, -0.3], [-0.3, 0.2, 0.0], [-0.3, -0.1, -0.2], [0.2, 0.5, 0.0], [0.5, -0.1, -0.5], [0.1, 0.1, -0.2], [0.1, 0.2, -0.2], [-0.1, -0.4, 0.0], [0.6, -0.5, 0.0], [0.0, 0.0, -0.1], [0.0, 0.2, 0.0], [-0.2, 0.0, 0.0], [0.6, -0.2, -0.1], [-0.1, 0.0, 0.2], [0.0, 0.0, 0.0], [0.3, 0.0, 0.0], [0.0, 0.3, 0.1], [-0.1, 0.0, -0.1], [-0.9, 0.1, 0.2], [-0.1, 0.2, 0.1], [0.1, 0.0, 0.1], [0.1, -0.2, -0.2], [0.2, -0.3, 0.2], [-0.2, -0.1, -0.1], [0.2, -0.4, 0.0], [1.0, 0.2, 0.1], [0.3, 0.1, -0.3], [0.0, 0.0, 0.4], [-0.4, 0.0, 0.0], [-0.1, -0.1, -0.1], [0.0, 0.2, -0.1], [0.1, 0.4, 0.1], [0.0, -0.1, -0.3]], "lowdin_spin": [0.00, 1.20, 0.01, 0.00, 0.00, 0.01, -0.27, 0.01, 0.00, 0.04, 0.00, 0.00, 0.00, 0.00, 0.00, 0.00, 0.00, 0.00, 0.00, 0.00, 0.00, 0.00, 0.00, 0.00, 0.00, 0.00, 0.00, 0.00, 0.00, 0.00, 0.00, 0.00, 0.00, 0.00, 0.00, 0.00, 0.00, 0.00, 0.00, 0.00, 0.00, 0.00, 0.00, 0.00, 0.00, 0.00, 0.00, 0.00, 0.00, 0.00, 0.00, 0.00, 0.00, 0.00, 0.00, 0.00, 0.00, 0.00, 0.00, 0.00, 0.00, 0.00, 0.00, 0.00, 0.00, 0.00, 0.00, 0.00, 0.00, 0.00]}